[1]
ORCA calculation (ωB97M-V/def2-TZVPD) on an isolated molecule of C5H9N3 in a non-equilibrium geometry.

Structure (XYZ):
```
17
Properties=species:S:1:pos:R:3:forces:R:3
H 2.66798 1.91772 0.24625 -0.34 -0.09 0.18
N 2.25433 2.05608 1.17883 -1.10 -0.20 0.10
C 1.04209 1.68370 1.21809 -0.71 -0.52 -1.71
C 0.32724 0.96941 -0.21306 3.24 2.32 3.53
N 0.85218 1.41455 -1.28017 -1.93 -0.84 -1.79
H 0.82606 2.41204 -1.49516 0.67 -0.40 0.88
N -0.24048 -0.20704 0.06306 -2.59 -2.10 -3.84
C -0.81466 -0.65203 1.32693 0.06 -0.37 0.27
C -0.86451 -0.94018 -1.26372 1.51 1.08 1.45
C -0.81236 -2.23941 -1.54512 0.26 0.54 0.88
H 0.44865 1.78259 2.13718 0.36 0.03 -0.19
H -0.29612 -1.56425 1.63210 -0.11 0.07 0.18
H -0.76847 0.06560 2.14902 0.38 0.07 -0.40
H -1.87857 -0.88823 1.22836 0.17 0.02 -0.31
H -1.20750 -0.23787 -2.02486 0.29 0.16 0.55
H -0.46112 -2.96717 -0.82105 0.12 0.03 -0.12
H -1.07475 -2.60549 -2.53669 -0.28 0.21 0.34
```
Forces are in eV/Å.

Output
- E_HOMO (eV) = -8.40
- SMILES = [H]/N=C\C(=N/[H])N(C)C=C
- Kohn-Sham gap (eV) = 9.18
- E_LUMO (eV) = 0.79
- ΔE to the lowest compared entry with this formula, charge and spin (eV) = 3.8283
- molecular weight (g/mol) = 111.148


[2]
ORCA calculation (ωB97M-V/def2-TZVPD) on C34H50N5O14P2STl as an isolated structure.

Structure (XYZ):
```
107
Properties=species:S:1:pos:R:3:forces:R:3
Tl -0.01675 -0.10078 0.01516 0.10 -0.05 0.02
O 4.34348 -5.14050 1.68591 -0.02 0.01 0.00
C 3.51336 -4.12970 1.26021 0.02 -0.02 -0.04
C 3.98193 -2.83892 1.07664 -0.01 -0.05 -0.06
C 3.08702 -1.86666 0.65272 0.04 -0.05 0.21
N 1.80360 -2.13692 0.43561 0.00 0.12 0.18
C 1.35971 -3.38170 0.60481 -0.04 -0.11 0.16
C 2.18474 -4.42256 1.00612 0.04 0.03 -0.03
C -0.14310 -3.61507 0.37254 0.16 0.26 -0.80
O -0.46832 -4.74449 -0.05444 -0.14 -0.13 0.29
O -0.85655 -2.60562 0.54329 -0.15 -0.12 0.26
C 3.57346 -0.42100 0.44834 -0.09 -0.10 -0.58
O 4.79538 -0.29164 0.21732 0.03 0.03 0.30
O 2.68505 0.45834 0.43619 0.05 0.04 0.26
H 5.22052 -4.76097 1.79954 0.01 0.00 0.00
H 5.01772 -2.56384 1.23626 0.01 0.02 -0.01
H 1.78352 -5.42056 1.10623 -0.01 -0.01 0.01
C 0.71525 -3.27966 -4.76966 -0.03 0.00 0.03
C 0.47383 -2.14825 -5.75321 0.06 -0.04 -0.03
C 1.76446 -1.50567 -6.23277 0.00 -0.01 0.05
O -0.42862 -1.14117 -5.24461 -0.07 -0.01 0.03
P -0.25598 -0.34433 -3.86536 0.14 0.24 0.04
O 0.62435 -0.95946 -2.86484 -0.10 -0.22 -0.11
C 0.44399 1.26490 -4.33861 -0.04 -0.07 0.07
P 0.52724 2.36036 -2.88982 0.24 0.10 0.25
O -0.74117 2.34582 -2.16203 -0.11 0.07 -0.05
O 1.75724 1.95280 -2.02529 -0.16 -0.12 -0.21
C 3.19199 1.83045 -2.21836 0.15 0.18 0.11
C 3.74562 2.98085 -3.04212 -0.05 -0.01 -0.05
C 3.57617 0.46429 -2.77989 -0.06 0.04 0.02
O 0.93644 3.77508 -3.52217 -0.10 -0.09 -0.31
C 0.21979 5.02225 -3.56518 0.10 0.08 0.14
C 0.64140 5.69368 -4.86094 0.01 -0.02 0.02
C -1.28925 4.91510 -3.45683 -0.01 -0.04 -0.05
O -1.71880 -0.16283 -3.36616 0.04 -0.09 0.00
C -2.98320 0.23600 -3.94464 -0.04 0.05 0.10
C -2.82905 1.36842 -4.93912 0.04 0.01 0.02
C -3.66922 -0.97705 -4.53972 0.06 -0.02 0.00
H 1.20895 -4.09874 -5.29742 0.00 -0.02 0.01
H -0.22550 -3.64621 -4.35923 -0.02 -0.01 -0.03
H 1.33557 -2.96143 -3.93483 0.00 0.02 0.00
H -0.06869 -2.54870 -6.61358 -0.01 0.07 -0.01
H 2.37634 -1.19709 -5.38302 0.00 0.02 0.03
H 1.55397 -0.63433 -6.85458 0.00 -0.01 -0.03
H 2.34065 -2.22312 -6.81965 0.01 -0.01 0.01
H -0.13508 1.75847 -5.11753 -0.04 -0.01 -0.01
H 1.44605 1.05968 -4.72028 0.02 0.06 -0.05
H 3.56081 1.90535 -1.19554 -0.02 -0.07 -0.04
H 3.37840 2.95911 -4.07134 0.02 -0.01 -0.02
H 4.83276 2.88780 -3.06441 0.01 0.01 0.03
H 3.48100 3.94408 -2.60735 -0.01 0.01 0.01
H 2.74406 0.00631 -3.30314 -0.10 -0.04 -0.10
H 3.85700 -0.21101 -1.97610 0.03 0.02 -0.02
H 4.42616 0.56173 -3.46063 0.00 -0.01 0.01
H 0.59254 5.61333 -2.72222 -0.02 -0.04 0.02
H 0.26124 5.12756 -5.71416 0.00 0.00 0.00
H 1.72803 5.74067 -4.93248 0.01 0.00 0.00
H 0.23961 6.70723 -4.90881 -0.01 0.01 0.00
H -1.69713 4.35044 -4.29841 0.00 0.01 -0.02
H -1.70231 5.92581 -3.49344 -0.01 0.00 -0.01
H -1.60338 4.42587 -2.53988 0.01 0.00 0.03
H -3.53721 0.59584 -3.07526 -0.04 0.00 -0.03
H -2.21592 1.06231 -5.79071 -0.02 -0.01 -0.04
H -2.38826 2.24081 -4.45819 0.03 -0.03 0.03
H -3.81654 1.64372 -5.31229 -0.01 0.01 0.01
H -3.07651 -1.38270 -5.36182 -0.02 0.01 -0.02
H -4.65173 -0.68664 -4.91667 -0.01 0.00 0.01
H -3.80421 -1.74783 -3.78296 0.01 -0.01 0.04
N -3.78397 -4.92232 -0.84938 0.19 -0.07 -0.06
C -4.09834 -3.57251 -0.62106 0.02 0.03 0.00
C -5.21030 -3.19030 0.12701 -0.03 0.05 0.02
C -5.40823 -1.85709 0.46055 0.01 -0.03 0.02
C -4.51319 -0.89924 0.02040 -0.10 0.06 -0.04
C -3.46104 -1.26415 -0.80570 -0.03 0.00 -0.04
C -3.25922 -2.58691 -1.13563 0.02 -0.02 -0.08
S -4.51635 0.75878 0.65723 0.03 -0.15 0.02
O -5.66900 0.88487 1.52893 -0.01 0.06 -0.02
O -4.48540 1.65182 -0.48672 0.02 0.01 0.02
N -3.10095 0.88937 1.38435 0.04 0.01 0.12
C -2.72303 -0.00966 2.31366 -0.03 0.01 -0.06
N -1.42404 0.08278 2.72703 -0.14 0.08 -0.02
C -0.99454 -0.82343 3.58470 0.09 0.06 -0.05
C -1.78343 -1.84629 4.08370 -0.01 -0.03 0.01
C -3.08877 -1.85212 3.62039 -0.01 0.00 -0.01
N -3.57197 -0.96042 2.77920 -0.02 0.02 0.04
H -4.24597 -5.52799 -0.18731 0.01 -0.01 0.04
H -2.77418 -5.06129 -0.77974 -0.05 0.02 0.02
H -5.87773 -3.95209 0.51876 0.00 -0.01 0.01
H -6.20864 -1.55732 1.12336 0.00 0.00 0.01
H -2.76084 -0.50713 -1.13292 0.04 0.01 -0.02
H -2.38758 -2.88044 -1.70825 0.02 0.02 0.03
H 0.05024 -0.73498 3.87809 0.00 -0.01 0.00
H -1.40002 -2.59956 4.75634 0.01 0.00 0.00
H -3.78752 -2.62114 3.94664 0.00 0.00 0.00
C 0.27674 3.80552 2.84896 -0.02 -0.02 0.00
C -1.12942 3.94001 2.25018 0.01 -0.01 -0.02
C -0.92240 3.56330 0.76933 -0.07 -0.04 0.01
O 0.42491 3.09414 0.65417 0.09 0.01 0.00
C 0.85484 2.71651 1.95686 -0.08 0.06 -0.03
H 0.26538 3.53289 3.90581 0.00 0.00 0.01
H 0.84907 4.73026 2.72607 0.00 0.00 0.02
H -1.55292 4.93858 2.37250 -0.01 0.00 0.00
H -1.80582 3.21782 2.70912 -0.01 0.00 0.00
H -1.02532 4.41844 0.09527 0.00 0.00 0.00
H -1.62361 2.78390 0.46386 0.01 0.03 -0.01
H 1.93846 2.62394 1.93494 0.01 0.02 0.02
H 0.40931 1.75580 2.24310 0.08 -0.02 -0.02
```
Forces are in eV/Å.

Output
- E_HOMO (eV) = -2.58
- Kohn-Sham gap (eV) = 6.41
- E_LUMO (eV) = 3.83
- ΔE to the lowest compared entry with this formula, charge and spin (eV) = 0.9487
- total charge = -2
- molecular weight (g/mol) = 1051.193